(1)
{"formula": "C3H8INS2", "method": "ωB97M-V with the def2-TZVPD basis set", "elements": ["C", "C", "C", "N", "S", "S", "I", "H", "H", "H", "H", "H", "H", "H", "H"], "positions_angstrom": [[-0.01247, -0.52109, -1.27640], [1.15532, 0.03270, 1.00158], [-0.11962, -0.33876, 0.25100], [-0.60152, -1.55586, 0.84459], [0.41282, -2.58435, 1.59731], [0.10822, -2.42775, 3.56950], [0.79832, -0.22858, 4.69467], [0.14324, -1.63108, -1.59062], [-1.00765, -0.39116, -1.58637], [0.49709, 0.33939, -1.73617], [2.01916, -0.53473, 0.59202], [0.99951, -0.09634, 2.03502], [1.39630, 1.12257, 0.87454], [-0.95101, 0.45112, 0.50868], [-1.47811, -1.73338, 0.28704]], "forces_ev_per_angstrom": [[-0.1, -0.8, 0.5], [0.8, 1.8, -2.4], [0.1, 1.6, 0.8], [-2.5, 0.1, -1.5], [0.1, -0.4, 0.1], [-0.3, 0.5, 0.8], [-0.1, -1.0, -0.5], [0.9, 2.2, 0.5], [-1.6, 0.2, -0.8], [0.5, -0.9, -0.1], [-0.5, 0.3, 0.6], [0.2, -0.3, 1.0], [-0.2, -0.9, -0.1], [1.6, -1.1, -0.7], [1.1, -1.2, 1.7]], "mulliken_charge": [-1.294, -0.811, 0.473, -0.215, 0.005, -0.101, -0.069, 0.264, 0.450, 0.340, 0.373, -0.272, 0.389, 0.194, 0.274], "de_lowest_kj_mol": 0.0, "max_force_ha_per_bohr": 0.05963, "total_charge": 0, "multiplicity": 1, "smiles": "CC(C)NSSI"}

=====

(2)
{"formula": "C5H3NO2", "method": "ωB97M-V with the def2-TZVPD basis set", "elements": ["C", "C", "C", "C", "C", "H", "H", "H", "N", "O", "O"], "positions_angstrom": [[2.00481, -0.68594, 0.02845], [0.55755, -0.34495, -0.15933], [-1.61154, -0.52366, 0.04577], [-1.45359, 0.75471, -0.25260], [0.05270, 1.03335, -0.07187], [2.04539, -1.78742, 0.36048], [-2.45458, -1.22351, 0.35159], [-2.17925, 1.67971, -0.35944], [-0.34609, -1.25853, 0.02299], [2.78112, 0.22858, -0.16596], [0.60347, 2.12767, 0.19992]], "forces_ev_per_angstrom": [[-1.2, 0.8, -0.8], [1.3, -2.7, 1.8], [-1.1, -2.0, 0.2], [-1.2, 3.6, 0.7], [-0.6, 3.9, -0.5], [1.2, 1.3, -0.3], [0.8, 1.6, -0.8], [1.4, -2.5, 0.4], [1.0, 2.0, -0.4], [0.4, -2.1, 0.6], [-1.9, -4.0, -0.9]], "mulliken_charge": [0.010, 0.412, -0.302, -0.368, 0.718, 0.283, 0.356, 0.316, -0.472, -0.445, -0.508], "de_lowest_kj_mol": 200.3, "max_force_ha_per_bohr": 0.08859, "total_charge": 0, "multiplicity": 1, "smiles": "O=CC1=NC=CC1=O"}

=====

The DFT total energy results, record by record, are as follows: -1267.88364; -397.45636 hartree.
The E_LUMO results, record by record, are as follows: -0.047; -0.074 Ha.
The E_HOMO results, record by record, are as follows: -8.82; -10.10 eV.